{"formula": "C24H13BrClCoIN4O2", "method": "ωB97M-V/def2-TZVPD", "symbols": ["Co", "Br", "C", "C", "C", "C", "C", "C", "N", "N", "C", "C", "C", "C", "O", "C", "N", "C", "C", "C", "C", "H", "H", "H", "H", "H", "H", "H", "H", "H", "Cl", "C", "C", "C", "I", "C", "O", "C", "N", "C", "C", "C", "C", "H", "H", "H", "H"], "coordinates": [[-0.31462, 0.35432, 2.78722], [-1.03200, -1.71103, -7.67395], [0.08709, -2.62929, -6.51975], [1.33084, -2.13452, -6.01037], [1.83532, -2.66702, -4.80669], [1.17357, -3.75094, -4.25726], [0.17371, -4.44712, -4.94978], [-0.31348, -3.94476, -6.18203], [1.19576, -3.86886, -2.86880], [1.77775, -2.86595, -2.29262], [1.62177, -2.63366, -0.95449], [1.33643, -3.69295, -0.09486], [0.89727, -3.41573, 1.19681], [0.56889, -2.08161, 1.59670], [-0.11725, -1.73368, 2.66648], [1.00548, -1.02123, 0.74226], [0.83971, 0.25601, 1.30439], [1.34189, 1.27158, 0.57702], [1.90669, 1.12874, -0.73109], [1.95616, -0.14302, -1.33526], [1.51048, -1.24001, -0.59517], [1.78636, -1.22437, -6.51573], [2.66393, -2.26201, -4.26111], [-0.17307, -5.37773, -4.57122], [-1.04544, -4.35608, -6.84272], [1.48925, -4.68464, -0.48803], [0.89309, -4.19427, 1.94819], [1.27504, 2.27288, 1.05473], [2.22675, 2.01214, -1.24940], [2.38692, -0.21174, -2.32681], [-2.46998, 6.35862, 4.91462], [-2.20365, 4.71533, 4.74615], [-2.21481, 3.95759, 5.92052], [-1.79749, 2.62625, 5.87432], [-1.90174, 1.71182, 7.69942], [-1.52459, 1.91043, 4.68977], [-1.10630, 0.65585, 4.51236], [-1.47863, 2.72288, 3.48418], [-1.06675, 2.09426, 2.37346], [-1.30337, 2.70430, 1.20704], [-1.66729, 4.03915, 1.07621], [-1.81635, 4.80221, 2.22208], [-1.80339, 4.11852, 3.50407], [-2.63081, 4.35211, 6.83093], [-1.19756, 2.10458, 0.31806], [-1.90806, 4.33066, 0.05789], [-2.19355, 5.79201, 2.22230]], "mulliken_charge": [0.251, -0.153, -0.025, -0.432, -0.037, 0.118, -0.417, -0.481, -0.590, 0.161, -0.173, -0.515, -0.770, 1.103, -0.839, 0.184, -0.647, -0.075, -0.913, -0.092, 0.541, 0.334, 0.499, 0.399, 0.429, 0.478, 0.405, 0.575, 0.432, 0.421, -0.248, 0.381, -0.735, -0.345, 0.110, 0.664, -0.810, 0.655, -0.379, -0.282, -0.702, -0.661, 0.466, 0.349, 0.559, 0.398, 0.411], "relative_energy_kcal_mol": 0.00, "spin_multiplicity": 4, "charge": 0, "energy_ev": -163444.733, "orbital_gap_ev": [6.317, 6.091], "homo_energy_ev": [-7.4, -7.4]}